# 1
This record from the Open Molecules 2025 dataset describes a cluster of 2 separate species, C4H7NS in total. The level of theory is wB97M-V/def2-TZVPD.

Atoms and positions in Å:
1 C 0.090 -2.725 -0.203
2 C 1.101 1.650 -0.028
3 C 0.567 -1.848 0.399
4 C 0.364 1.259 1.005
5 N -1.520 0.443 -0.854
6 S -1.256 0.647 0.822
7 H -0.155 -3.616 -0.650
8 H -2.401 0.883 -1.110
9 H 2.131 1.791 -0.021
10 H 0.759 1.868 -1.076
11 H 0.807 -0.951 0.825
12 H 0.873 1.133 1.889
13 H -1.362 -0.533 -0.997

The expectation value of S² is 2.007. The calculation puts the energy relative to the best compared isomer or geometry (same formula, charge and spin) at 88.3 kcal per mole. Its spin multiplicity is 3. The molar mass comes out at 101.17 g mol⁻¹. For the gap between HOMO and LUMO (spin up / spin down), the calculation gives 5.6 / 8.0 eV.

---

# 2
This record from the Open Molecules 2025 dataset describes an isolated molecule of C4H5N3O. The level of theory is wB97M-V/def2-TZVPD.

Atoms and positions in Å:
1 C 0.661 -1.193 0.177
2 C 0.760 1.173 0.037
3 C -0.792 0.727 0.288
4 C -0.661 -0.676 0.100
5 H 0.897 -2.134 -0.379
6 H 0.765 -1.329 1.224
7 H 1.518 -0.115 -1.223
8 H 1.191 1.671 0.947
9 H 0.745 2.030 -0.687
10 N 1.373 -0.044 -0.264
11 N -1.991 1.106 -0.002
12 N -1.836 -1.160 -0.063
13 O -2.630 -0.055 -0.156

Its SMILES is C1NCc2nonc21. The calculation puts the energy relative to the best compared isomer or geometry (same formula, charge and spin) at 114.4 kcal per mole. The molar mass comes out at 111.10 g mol⁻¹. For the gap between HOMO and LUMO, the calculation gives 10.5 eV.

---

# 3
This record from the Open Molecules 2025 dataset describes a structure of composition C24H42Br12F9Fe2O6. The level of theory is wB97M-V/def2-TZVPD.

Atoms and positions in Å:
1 Fe 5.028 -1.401 -1.392
2 Fe 6.151 -4.037 0.152
3 C 5.966 -4.365 -2.564
4 O 6.541 -5.190 -1.563
5 O 5.419 -3.365 -1.786
6 C 7.028 -3.957 -3.578
7 F 7.312 -4.950 -4.413
8 F 6.604 -2.891 -4.275
9 F 8.164 -3.597 -2.966
10 C 6.646 -6.621 -1.710
11 C 7.734 -7.076 -0.776
12 H 8.633 -6.467 -0.875
13 H 7.416 -6.952 0.267
14 H 7.981 -8.128 -0.883
15 H 6.970 -6.862 -2.726
16 H 5.691 -7.102 -1.502
17 H 5.133 -4.885 -3.054
18 C 5.658 -0.791 1.094
19 O 5.071 0.032 0.021
20 O 5.792 -1.973 0.489
21 C 6.894 -0.128 1.680
22 F 7.479 -0.985 2.505
23 F 7.759 0.259 0.746
24 F 6.556 0.960 2.382
25 C 4.146 1.080 0.413
26 C 3.884 2.002 -0.781
27 H 2.924 1.777 -1.240
28 H 3.928 3.035 -0.444
29 H 4.675 1.922 -1.530
30 H 4.587 1.673 1.209
31 H 3.231 0.625 0.794
32 H 4.866 -0.866 1.851
33 C 5.406 -5.216 2.393
34 O 4.652 -5.382 1.164
35 O 6.608 -4.847 1.918
36 C 4.684 -4.207 3.287
37 F 3.456 -4.640 3.603
38 F 5.361 -3.977 4.401
39 F 4.519 -3.018 2.661
40 C 3.390 -6.024 1.119
41 C 3.142 -6.549 -0.283
42 H 3.639 -7.492 -0.504
43 H 2.072 -6.633 -0.471
44 H 3.495 -5.799 -1.002
45 H 2.612 -5.272 1.291
46 H 3.177 -6.827 1.826
47 H 5.488 -6.174 2.926
48 Br 5.366 -9.695 0.379
49 C 6.633 -10.947 1.151
50 C 7.527 -10.219 2.125
51 Br 8.762 -11.438 2.978
52 H 7.229 -11.358 0.340
53 H 6.064 -11.764 1.581
54 H 6.936 -9.766 2.916
55 H 8.091 -9.448 1.608
56 Br 7.714 1.444 -6.449
57 C 7.438 0.135 -5.059
58 C 7.290 0.763 -3.711
59 Br 7.402 -0.644 -2.319
60 H 8.325 -0.497 -5.049
61 H 6.624 -0.523 -5.351
62 H 6.366 1.286 -3.485
63 H 8.114 1.434 -3.486
64 Br 8.613 -9.856 -6.566
65 C 8.835 -8.354 -5.351
66 C 10.285 -7.940 -5.300
67 Br 10.419 -6.423 -4.086
68 H 8.392 -8.543 -4.378
69 H 8.254 -7.568 -5.825
70 H 10.677 -7.725 -6.287
71 H 10.873 -8.736 -4.851
72 Br 13.984 -2.581 -2.718
73 C 12.651 -3.345 -3.900
74 C 11.288 -2.759 -3.677
75 Br 11.263 -0.876 -4.157
76 H 12.653 -4.423 -3.753
77 H 12.969 -3.167 -4.924
78 H 10.949 -2.870 -2.651
79 H 10.580 -3.290 -4.313
80 Br 7.678 -10.474 -2.281
81 C 9.391 -11.428 -2.239
82 C 10.074 -11.367 -0.907
83 Br 10.673 -9.576 -0.486
84 H 9.981 -10.906 -2.987
85 H 9.150 -12.428 -2.586
86 H 10.954 -12.011 -0.939
87 H 9.496 -11.767 -0.076
88 Br 4.825 -4.797 -6.894
89 C 6.298 -5.987 -7.296
90 C 7.436 -5.221 -7.931
91 Br 8.879 -6.418 -8.462
92 H 5.959 -6.753 -7.988
93 H 6.560 -6.427 -6.342
94 H 7.862 -4.501 -7.238
95 H 7.121 -4.722 -8.841

The total charge is +1. The expectation value of S² is 20.017. The calculation puts the energy relative to the best compared isomer or geometry (same formula, charge and spin) at 0.0 kcal per mole. Its spin multiplicity is 9. The molar mass comes out at 1668.11 g mol⁻¹. For the gap between HOMO and LUMO (spin up / spin down), the calculation gives 7.9 / 7.4 eV.

---

# 4
This record from the Open Molecules 2025 dataset describes a structure of composition C27H51F5O31P4. The level of theory is wB97M-V/def2-TZVPD.

Atoms and positions in Å:
1 C -1.986 -3.002 -4.104
2 C -2.374 -2.560 -2.706
3 O -3.662 -2.061 -2.940
4 C -3.825 -1.792 -4.216
5 O -4.732 -1.081 -4.728
6 O -2.650 -2.135 -4.869
7 F -1.525 -1.575 -2.317
8 H -2.277 -4.010 -4.400
9 H -0.901 -3.026 -4.200
10 H -2.368 -3.390 -1.999
11 C 2.609 2.076 0.287
12 C 3.789 2.584 -0.565
13 O 3.332 3.725 -1.268
14 C 2.209 4.143 -0.682
15 O 1.643 5.226 -0.958
16 O 1.799 3.272 0.312
17 F 4.393 1.600 -1.366
18 H 2.959 1.704 1.249
19 H 2.140 1.231 -0.219
20 H 4.583 2.877 0.121
21 C -0.512 -0.694 4.491
22 C 0.839 -0.987 3.796
23 O 0.611 -0.857 2.436
24 C -0.714 -0.728 2.281
25 O -1.212 -0.787 1.117
26 O -1.427 -0.858 3.434
27 F 1.162 -2.237 3.950
28 H -0.401 0.318 4.879
29 H -0.757 -1.385 5.298
30 H 1.607 -0.311 4.173
31 C -0.679 -1.032 -0.623
32 C -1.164 0.415 -0.810
33 O -0.349 1.052 0.120
34 C 0.776 0.329 0.326
35 O 1.674 0.696 1.106
36 O 0.652 -0.888 -0.300
37 F -2.337 0.537 -0.231
38 H -0.705 -1.439 -1.634
39 H -1.229 -1.596 0.130
40 H -1.310 0.686 -1.856
41 C -2.720 1.176 1.285
42 C -3.382 0.669 2.593
43 O -4.184 1.816 2.913
44 C -3.705 2.897 2.303
45 O -4.231 4.020 2.430
46 O -2.724 2.564 1.470
47 F -2.512 0.224 3.570
48 H -3.433 0.969 0.488
49 H -1.761 0.700 1.077
50 H -4.116 -0.117 2.415
51 C 2.643 -0.771 1.413
52 O 2.907 -2.057 1.782
53 P 2.974 -3.205 0.639
54 O 3.937 -2.931 -0.450
55 O 1.480 -3.481 0.139
56 C 0.366 -3.293 0.997
57 O 3.264 -4.505 1.588
58 C 4.403 -5.365 1.466
59 H 1.853 -0.822 0.664
60 H 3.538 -0.237 1.092
61 H 2.249 -0.151 2.218
62 H 0.642 -3.107 2.035
63 H -0.246 -4.195 0.968
64 H -0.269 -2.456 0.707
65 H 4.952 -5.422 2.406
66 H 5.225 -4.940 0.890
67 H 4.239 -6.366 1.068
68 C -0.653 0.148 -4.825
69 O -1.098 0.696 -3.656
70 P -2.637 1.204 -3.442
71 O -3.366 1.704 -4.653
72 O -3.254 -0.082 -2.720
73 C -4.379 0.015 -1.971
74 O -2.544 2.333 -2.227
75 C -2.764 3.707 -2.408
76 H -0.461 -0.926 -4.822
77 H 0.304 0.591 -5.099
78 H -1.364 0.208 -5.649
79 H -4.742 -0.942 -1.595
80 H -5.173 0.450 -2.577
81 H -4.139 0.627 -1.102
82 H -1.821 4.193 -2.157
83 H -3.497 4.119 -1.714
84 H -3.096 3.948 -3.418
85 C 2.856 -1.295 -1.501
86 O 2.519 -1.344 -2.851
87 P 0.961 -1.077 -3.286
88 O 0.745 -0.948 -4.751
89 O 0.182 -2.298 -2.603
90 C 0.840 -3.558 -2.355
91 O 0.539 0.192 -2.342
92 C 0.835 1.500 -2.721
93 H 3.318 -2.212 -1.133
94 H 2.015 -1.063 -0.848
95 H 3.606 -0.545 -1.250
96 H 0.128 -4.350 -2.589
97 H 1.068 -3.549 -1.289
98 H 1.751 -3.669 -2.943
99 H 1.532 1.477 -3.559
100 H 1.333 2.023 -1.905
101 H -0.087 2.049 -2.910
102 C 2.369 1.753 3.077
103 O 1.137 1.264 3.670
104 P -0.126 2.252 3.916
105 O -1.410 1.609 4.343
106 O 0.471 3.421 4.892
107 C 0.610 3.279 6.305
108 O -0.173 3.014 2.508
109 C -0.382 2.354 1.318
110 H 2.310 2.795 2.764
111 H 2.792 1.190 2.244
112 H 3.045 1.853 3.926
113 H 0.029 3.903 6.985
114 H 1.655 3.407 6.586
115 H 0.402 2.280 6.688
116 H 0.565 2.369 0.779
117 H -1.160 2.974 0.872
118 H -0.656 1.299 1.315

The calculation puts the energy relative to the best compared isomer or geometry (same formula, charge and spin) at 1433.6 kcal per mole. The molar mass comes out at 1090.56 g mol⁻¹. For the gap between HOMO and LUMO, the calculation gives 6.8 eV.